1.
{"formula": "NO3P", "method": "ωB97M-V/def2-TZVPD", "elements": ["O", "N", "O", "P", "O"], "xyz": [[0.2489, 1.3198, -1.4226], [-0.4896, 0.4593, -1.1337], [0.0376, -0.5114, -0.2206], [0.2862, -1.4009, 1.1468], [0.0474, -0.6492, 2.3596]], "mulliken_charge": [-0.22, 0.42, -0.28, 0.47, -0.39], "spin_multiplicity": 1, "total_charge": 0, "e_homo_ev": -10.69, "gap_ev": 9.94, "smiles": "O=NOP=O", "lumo_ha": -0.02758, "e_tot_ha": -621.7563, "de_lowest_ev": 0.316}

2.
{"formula": "C30H45F5O30", "method": "ωB97M-V/def2-TZVPD", "elements": ["O", "C", "O", "C", "C", "F", "O", "H", "H", "H", "O", "C", "O", "C", "C", "F", "O", "H", "H", "H", "O", "C", "O", "C", "C", "F", "O", "H", "H", "H", "O", "C", "O", "C", "C", "F", "O", "H", "H", "H", "O", "C", "O", "C", "C", "F", "O", "H", "H", "H", "C", "O", "C", "O", "O", "C", "H", "H", "H", "H", "H", "H", "C", "O", "C", "O", "O", "C", "H", "H", "H", "H", "H", "H", "C", "O", "C", "O", "O", "C", "H", "H", "H", "H", "H", "H", "C", "O", "C", "O", "O", "C", "H", "H", "H", "H", "H", "H", "C", "O", "C", "O", "O", "C", "H", "H", "H", "H", "H", "H"], "xyz": [[-3.8583, 2.8600, 2.2481], [-3.1956, 3.4230, 3.0751], [-3.4627, 4.5396, 3.6920], [-2.4344, 4.7671, 4.6700], [-1.8933, 3.3470, 4.8673], [-2.6489, 2.7692, 5.8709], [-2.1105, 2.7994, 3.6202], [-1.6281, 5.3983, 4.2889], [-2.6367, 5.2403, 5.6285], [-0.8433, 3.3347, 5.1440], [-5.0888, -3.4964, -3.7000], [-4.1969, -3.9291, -3.0525], [-3.2147, -3.1726, -2.4790], [-2.3093, -4.0015, -1.7472], [-2.9451, -5.3915, -1.8015], [-3.3503, -5.9323, -0.6334], [-4.0608, -5.1754, -2.6133], [-1.3304, -3.8440, -2.2000], [-2.1943, -3.6128, -0.7328], [-2.3563, -6.1476, -2.3301], [-0.2578, 1.6619, -2.7902], [-0.5172, 2.6551, -3.4374], [0.1036, 2.9494, -4.5510], [-0.3061, 4.2816, -4.9066], [-1.4646, 4.6061, -4.0023], [-2.6054, 4.5136, -4.7700], [-1.4553, 3.5297, -3.0706], [0.5150, 4.9530, -4.6341], [-0.4063, 4.3626, -5.9844], [-1.4361, 5.5772, -3.5199], [-1.9760, -1.8419, 6.8296], [-2.4445, -1.3945, 5.8356], [-1.6738, -1.1066, 4.7798], [-2.4088, -0.5945, 3.7267], [-3.8201, -1.1160, 4.0607], [-3.9911, -2.3287, 3.4874], [-3.7628, -1.2302, 5.4745], [-2.2802, 0.4703, 3.5181], [-2.1653, -0.9379, 2.7202], [-4.5244, -0.3956, 3.6425], [0.2141, 2.1797, 2.4569], [0.1996, 1.3986, 1.5594], [0.9364, 1.3936, 0.4514], [0.7965, 0.1690, -0.2308], [-0.5841, -0.3730, 0.2457], [-0.3021, -1.6990, 0.4156], [-0.6621, 0.3580, 1.4497], [0.7788, 0.4216, -1.2943], [1.6480, -0.4944, -0.0904], [-1.4619, -0.1284, -0.3498], [3.1031, 0.4998, -3.7248], [4.2088, -0.2757, -4.1458], [5.3458, -0.4016, -3.5025], [6.4307, -0.6977, -3.9381], [5.2264, -0.0610, -2.2114], [6.3080, 0.3801, -1.4329], [2.8393, 0.3484, -2.6769], [2.1991, 0.2260, -4.2588], [3.2931, 1.5612, -3.8793], [7.0542, -0.3625, -1.1536], [5.8146, 0.7018, -0.5131], [6.8645, 1.2770, -1.7150], [0.1416, -1.5357, -3.5869], [-0.5823, -2.1305, -4.6385], [-0.1118, -3.2206, -5.2093], [1.0338, -3.5706, -5.2303], [-1.2028, -3.9337, -5.5851], [-0.9956, -4.9440, -6.5814], [0.1254, -2.3047, -2.7977], [-0.3423, -0.6658, -3.1578], [1.2112, -1.4837, -3.7811], [-0.5696, -4.5193, -7.4875], [-1.9442, -5.4260, -6.8040], [-0.3531, -5.7297, -6.1824], [3.0315, -0.0215, 3.4233], [4.2041, -0.2675, 4.1630], [5.3603, -0.3745, 3.5121], [5.4785, -0.2472, 2.3268], [6.3490, -0.6643, 4.3659], [6.1731, -0.5197, 5.7584], [2.1891, -0.6023, 3.8202], [3.0181, -0.5592, 2.4718], [2.6089, 0.9777, 3.3490], [6.0092, 0.5280, 6.0142], [7.0801, -0.9224, 6.2038], [5.3433, -1.0917, 6.1770], [-0.8723, 5.1705, 1.1976], [-1.7890, 6.0541, 0.5589], [-1.4550, 6.4425, -0.6685], [-0.5343, 6.0311, -1.3414], [-2.1975, 7.4915, -0.9643], [-2.0707, 8.0911, -2.2353], [0.1802, 5.4432, 1.1375], [-0.9629, 4.2089, 0.6887], [-1.1329, 4.9924, 2.2345], [-3.0422, 8.1907, -2.7178], [-1.3983, 7.7614, -3.0284], [-1.6874, 9.1041, -2.0881], [-1.0787, -3.9381, 2.8539], [-0.5524, -4.9133, 1.9707], [-0.1309, -6.1005, 2.4545], [-0.1502, -6.4376, 3.5932], [0.3942, -6.8354, 1.4661], [0.3310, -6.3900, 0.1349], [-0.9528, -2.9896, 2.3455], [-0.5769, -3.8945, 3.8250], [-2.0736, -4.2705, 3.1565], [1.2766, -5.9167, -0.1262], [-0.4803, -5.6989, -0.0986], [0.0861, -7.1794, -0.5778]], "mulliken_charge": [-0.57, 0.44, -0.34, -0.58, 0.25, -0.35, 0.14, 0.26, 0.43, 0.35, -0.52, 0.59, -0.39, 0.31, 0.53, -0.30, -0.38, -0.11, -0.03, 0.28, -0.43, 0.42, -0.32, -0.64, 1.29, -0.34, -0.33, 0.32, 0.35, -0.49, -0.53, 0.60, -0.28, 1.27, 0.33, -0.29, -0.37, -0.73, -0.36, 0.46, -0.44, 0.42, -0.31, 0.64, 0.44, -0.26, -0.19, -0.86, 0.18, 0.48, -0.55, -0.35, 0.67, -0.59, -0.26, -0.64, 0.27, 0.20, 0.45, 0.28, 0.20, 0.33, -0.56, -0.30, 0.71, -0.56, -0.22, -0.71, 0.14, 0.25, 0.40, 0.30, 0.24, 0.32, -0.86, -0.35, 0.76, -0.53, -0.33, -0.61, 0.40, 0.35, 0.31, 0.29, 0.26, 0.27, -0.33, -0.30, 0.87, -0.60, -0.38, -0.73, 0.44, 0.18, -0.11, 0.32, 0.30, 0.29, -0.66, -0.20, 0.68, -0.54, -0.36, -0.28, -0.13, 0.49, 0.44, 0.28, -0.08, 0.33], "spin_multiplicity": 1, "total_charge": 0, "e_homo_ev": -10.52, "gap_ev": 10.59, "smiles": "O=C1OC[C@@H](F)O1.O=C1OC[C@@H](F)O1.O=C1OC[C@@H](F)O1.O=C1OC[C@@H](F)O1.O=C1OC[C@@H](F)O1.COC(=O)OC.COC(=O)OC.COC(=O)OC.COC(=O)OC.COC(=O)OC", "lumo_ha": 0.00249, "e_tot_ha": -3926.6450, "de_lowest_ev": 3.674}